{
  "formula": "C6H11N",
  "method": "ωB97M-V/def2-TZVPD",
  "species": ["C", "C", "C", "C", "C", "C", "N", "H", "H", "H", "H", "H", "H", "H", "H", "H", "H", "H"],
  "xyz": [[0.998313, -1.508675, 2.148919], [1.138830, -0.224662, 1.374985], [0.537323, 0.070236, 0.319637], [0.008903, 0.469479, -0.860064], [0.516489, -0.126666, -2.245611], [-1.146688, 1.422821, -0.859531], [-2.072010, 0.951189, 0.208136], [0.648692, -2.262219, 1.476600], [1.981470, -1.829049, 2.671162], [0.332210, -1.414834, 2.944669], [1.756163, 0.532695, 1.876454], [1.330179, 0.433400, -2.658730], [-0.348403, -0.305967, -3.007916], [0.817872, -1.093116, -1.976996], [-0.896058, 2.471001, -0.657481], [-1.652587, 1.486193, -1.834786], [-2.413196, 0.020594, -0.005601], [-1.537501, 0.907578, 1.086154]],
  "atomic_forces_ev_per_a": [[2.3940, -0.2071, 0.0035], [1.9712, -0.6590, 4.0734], [-2.1983, 1.7393, -6.0346], [1.6830, -0.8156, -0.1060], [-2.4541, 0.7067, 0.8486], [-1.0942, -0.6499, 0.7931], [-0.3692, 1.1530, 0.0536], [-0.1056, -0.7545, -0.1917], [-1.3762, 0.4917, -1.2313], [-1.3931, 0.2320, 1.3433], [0.1941, -0.1789, -0.4956], [0.3021, 0.3301, -0.4512], [1.4295, 0.8266, 1.3879], [0.9126, -1.4324, 0.0182], [0.3374, -0.2757, 0.2409], [0.0105, -0.4687, 0.3089], [0.2225, 0.0650, 0.0482], [-0.4662, -0.1026, -0.6093]],
  "lowdin_charge": [-0.09, -0.18, -0.05, -0.24, -0.04, -0.25, -0.02, 0.06, 0.11, 0.04, 0.12, 0.06, 0.11, 0.03, 0.11, 0.11, 0.06, 0.06],
  "multiplicity": 1,
  "e_above_lowest_ev": 2.668,
  "smiles": "CC=C=C(C)CN",
  "charge": 0,
  "e_lumo_ev": 0.95,
  "gap_ev": 9.2909
}



{
  "formula": "C2H6N2",
  "method": "ωB97M-V/def2-TZVPD",
  "species": ["C", "C", "N", "N", "H", "H", "H", "H", "H", "H"],
  "xyz": [[0.679886, -0.200063, -0.020841], [-0.716384, -0.046146, 0.169925], [-1.854898, -0.396690, -0.623903], [1.807726, 0.634351, 0.341816], [0.898214, -0.505551, -1.044073], [-1.162365, 0.974176, -0.104804], [-1.146234, -0.222632, 1.173055], [-1.614846, -1.091865, -1.341733], [1.460262, -0.597044, 0.781921], [1.648409, 1.056571, 1.263663]],
  "atomic_forces_ev_per_a": [[-0.5797, 1.5760, -2.8999], [-2.3621, 0.3022, 0.9162], [0.4763, -1.7770, 0.1428], [-0.2616, -1.0742, 1.3791], [0.1404, -0.7569, 0.1947], [1.0299, 0.3219, 0.2464], [0.6151, 0.6395, 0.3820], [0.0890, 0.6167, -0.5311], [1.0727, -0.0990, 0.2981], [-0.2200, 0.2510, -0.1282]],
  "lowdin_charge": [-0.29, -0.39, -0.02, 0.03, 0.12, 0.19, 0.14, 0.01, 0.16, 0.05],
  "multiplicity": 1,
  "e_above_lowest_ev": 8.567,
  "charge": 0,
  "e_lumo_ev": -1.64,
  "gap_ev": 5.3682
}



{
  "formula": "C9H10ClNO2",
  "method": "ωB97M-V/def2-TZVPD",
  "species": ["C", "C", "C", "C", "C", "C", "C", "C", "C", "N", "O", "O", "Cl", "H", "H", "H", "H", "H", "H", "H", "H", "H", "H"],
  "xyz": [[0.735933, -0.675276, -3.093452], [0.882550, -1.692110, -2.105870], [0.724886, 0.646056, -2.665076], [1.081177, -1.365158, -0.752640], [0.828555, 1.041931, -1.367493], [1.009471, 0.003942, -0.346017], [-1.304855, -0.367201, 2.806902], [1.259411, 0.309168, 0.956477], [-1.309109, 0.146066, 1.441452], [-1.358591, 1.476421, 1.157270], [-1.128492, 2.214568, 2.089895], [-1.720630, 1.830529, 0.067409], [-1.807046, -0.785681, 0.067791], [0.367950, -0.978059, -4.052399], [0.886364, -2.756960, -2.373796], [0.437592, 1.369611, -3.381114], [0.997444, -2.145465, 0.040045], [0.680584, 2.043918, -1.056015], [-1.583231, 0.547194, 3.398221], [-1.990589, -1.151591, 2.949558], [-0.349874, -0.468801, 3.155159], [1.426486, -0.561779, 1.640718], [1.234014, 1.318677, 1.422975]],
  "atomic_forces_ev_per_a": [[-0.2995, -1.5066, 2.2518], [0.6612, 0.2477, 0.2672], [-0.6640, 0.0844, -0.5853], [-1.2980, -0.0253, -0.7256], [0.2674, -2.4855, 1.4642], [1.2829, 0.6637, -2.4794], [-1.7587, 3.1443, 0.1526], [-1.2571, -0.1682, 2.8276], [0.4578, -2.5362, -2.0941], [-0.9513, 0.1327, 0.6921], [0.8092, 1.7834, 1.3697], [-0.0719, 1.1632, -1.9359], [-0.0499, -0.3538, 1.1031], [0.3812, 0.1557, -0.6049], [-0.1936, 0.5461, -0.0490], [0.0363, 0.8217, -0.7194], [0.5848, 0.6214, -0.7972], [0.1003, 0.7968, 0.1337], [-0.3859, -0.9293, -0.2124], [-0.4890, -1.1347, 0.2690], [2.5135, -1.2566, 0.8922], [0.0849, 1.0607, -0.5487], [0.2394, -0.8256, -0.6713]],
  "lowdin_charge": [-0.06, -0.08, -0.10, -0.08, -0.01, -0.38, -0.06, 0.08, -0.62, -0.51, 0.03, 0.01, 0.83, 0.10, 0.10, 0.10, 0.12, 0.10, 0.11, 0.07, 0.04, 0.10, 0.10],
  "multiplicity": 1,
  "e_above_lowest_ev": 6.999,
  "charge": 0,
  "e_lumo_ev": [-1.13, -1.63],
  "gap_ev": [7.4647, 6.0430]
}



| no. | calculated total energy (eV) |
| --- | --- |
| 1 | -7887.863 |
| 2 | -5143.353 |
| 3 | -27596.455 |